--- i ---
Computed, not measured: a cluster of 7 separate species, H14O7 in total, with ωB97M-V/def2-TZVPD.

```
21
Properties=species:S:1:pos:R:3:lowdin_charge:R:1
O -44.130 -4.403 22.367 -0.004
H -44.522 -3.710 21.887 0.007
H -43.835 -4.210 23.197 -0.068
O -41.831 -0.585 24.919 0.022
H -42.081 -0.677 24.066 -0.025
H -42.331 -0.944 25.582 -0.027
O -40.675 -4.614 26.377 0.014
H -40.590 -3.999 25.763 -0.050
H -41.508 -4.341 26.751 -0.014
O -45.206 -6.321 25.688 -0.007
H -45.700 -5.865 26.328 0.002
H -44.461 -5.945 26.163 0.001
O -43.368 -4.178 27.248 0.033
H -43.581 -5.053 27.590 0.089
H -43.483 -3.542 27.832 0.002
O -43.577 -3.058 24.772 -0.076
H -43.642 -3.512 25.569 -0.058
H -44.586 -2.802 24.713 0.082
O -45.737 -1.275 25.167 -0.090
H -46.554 -1.640 25.383 -0.005
H -45.824 -0.861 24.155 0.171
```

Properties
SMILES: O.O.O.O.O.O.O
HOMO level, eV: -10.856
E_LUMO, eV: -0.40


--- ii ---
Computed, not measured: a cluster of 7 separate species, H14O7 in total, with ωB97M-V/def2-TZVPD.

```
21
Properties=species:S:1:pos:R:3:lowdin_charge:R:1
H 0.612 1.009 1.122 -0.004
H 1.332 1.229 -0.297 0.081
H -0.871 -0.398 -1.684 0.060
H -0.534 -1.913 -2.042 0.046
H -2.377 0.651 -0.187 -0.035
H -2.162 -0.924 -0.024 0.075
H -1.102 0.186 2.848 0.081
H -1.634 0.100 1.533 -0.042
H 1.048 -1.640 -0.355 -0.029
H 0.552 -1.866 1.143 0.128
H -0.383 1.524 -0.323 0.018
H -1.386 2.056 -1.762 0.107
H 2.977 -0.381 0.233 -0.005
H 4.077 0.618 -0.227 0.058
O 0.917 1.646 0.513 -0.028
O -1.129 -1.371 -1.520 -0.091
O -2.760 -0.111 0.193 -0.091
O -0.893 -0.224 1.985 -0.047
O 1.392 -1.676 0.504 -0.087
O -0.991 1.396 -1.129 -0.129
O 3.317 0.088 -0.525 -0.066
```

Properties
SMILES: O.O.O.O.O.O.O
HOMO level, eV: -10.954
E_LUMO, eV: 0.37


--- iii ---
Computed, not measured: a cluster of 7 separate species, H14O7 in total, with ωB97M-V/def2-TZVPD.

```
21
Properties=species:S:1:pos:R:3:lowdin_charge:R:1
O 2.202 1.211 -2.563 -0.045
H 1.718 0.381 -2.659 0.050
H 2.837 1.207 -3.288 0.053
O -1.298 0.694 2.303 -0.047
H -1.879 1.357 1.908 0.070
H -0.688 1.196 2.859 0.075
O 0.685 -0.185 0.209 -0.052
H 0.832 0.569 -0.378 0.013
H -0.030 0.101 0.798 -0.005
O -2.781 -0.841 -0.459 -0.054
H -1.944 -0.504 -0.804 0.021
H -3.456 -0.272 -0.847 0.034
O 1.950 -3.415 -1.251 -0.067
H 1.606 -2.602 -0.858 0.014
H 1.564 -4.120 -0.720 0.035
O 0.905 3.408 -0.981 -0.072
H 1.640 2.943 -1.408 0.001
H 0.734 4.169 -1.546 0.032
O -1.379 -2.083 3.053 -0.074
H -1.602 -1.224 2.650 -0.007
H -1.615 -1.989 3.981 0.026
```

Properties
SMILES: O.O.O.O.O.O.O
HOMO level, eV: -10.743
E_LUMO, eV: 0.18


--- iv ---
Computed, not measured: a cluster of 7 separate species, H14O7 in total, with ωB97M-V/def2-TZVPD.

```
21
Properties=species:S:1:pos:R:3:lowdin_charge:R:1
O 36.799 34.230 6.819 -0.081
H 37.198 33.661 6.186 -0.042
H 37.573 34.898 6.982 0.068
O 38.809 33.507 2.399 -0.153
H 39.540 33.404 1.796 -0.008
H 39.206 33.034 3.317 0.073
O 39.643 32.216 4.763 -0.129
H 39.836 32.689 5.647 0.058
H 40.469 31.861 4.347 0.044
O 37.107 31.620 5.408 -0.085
H 38.058 31.699 5.260 -0.030
H 36.705 31.739 4.502 0.079
O 42.744 34.048 7.079 -0.079
H 41.973 33.594 6.687 0.006
H 43.483 33.611 7.491 0.029
O 40.067 33.635 7.094 -0.107
H 39.857 34.676 6.829 0.193
H 40.097 33.394 8.016 0.070
O 41.470 30.352 4.194 -0.077
H 41.276 29.816 3.414 0.059
H 41.030 29.863 4.974 0.111
```

Properties
SMILES: O.O.O.O.O.O.O
HOMO level, eV: -10.660
E_LUMO, eV: -0.17


Most stable to least stable: iii, ii, iv, i


--- i ---
Computed, not measured: a cluster of 7 separate species, H14O7 in total, with ωB97M-V/def2-TZVPD.

```
21
Properties=species:S:1:pos:R:3:lowdin_charge:R:1
O 2.806 0.448 0.863 -0.029
H 2.364 -0.093 1.542 0.076
H 3.570 -0.006 0.521 0.059
O 0.727 0.164 -0.815 -0.052
H 0.165 0.905 -0.708 0.000
H 1.457 0.335 -0.193 -0.003
O -3.104 0.674 -0.804 -0.061
H -3.926 1.060 -0.444 0.049
H -2.327 1.212 -0.596 -0.004
O -0.956 2.217 0.597 -0.080
H -0.307 2.809 1.005 0.063
H -1.079 1.425 1.156 -0.030
O -0.858 -2.037 -1.149 -0.071
H -0.429 -1.219 -0.842 -0.026
H -1.580 -2.128 -0.543 0.002
O -1.049 -0.043 1.853 0.012
H -1.987 0.025 2.021 0.076
H -0.552 0.044 2.625 0.039
O 2.166 -2.160 -2.293 -0.073
H 2.073 -1.201 -2.186 0.009
H 2.827 -2.431 -1.611 0.044
```

Properties
SMILES: O.O.O.O.O.O.O
HOMO level, eV: -9.823
E_LUMO, eV: -0.31


--- ii ---
Computed, not measured: a cluster of 7 separate species, H14O7 in total, with ωB97M-V/def2-TZVPD.

```
21
Properties=species:S:1:pos:R:3:lowdin_charge:R:1
O 1.486 -0.903 1.741 -0.042
H 2.186 -1.539 1.540 0.081
H 1.709 -0.557 2.615 0.080
O 3.203 -1.069 -2.292 -0.061
H 2.238 -1.020 -2.285 0.003
H 3.462 -0.597 -3.090 0.034
O -1.288 2.850 2.181 -0.063
H -1.751 2.213 1.611 -0.012
H -0.559 3.175 1.644 0.032
O -0.210 -0.725 -3.052 -0.089
H 0.211 -0.044 -3.586 0.029
H -0.037 -0.453 -2.117 -0.017
O -1.028 -2.258 2.325 -0.071
H -0.277 -1.703 2.053 -0.016
H -1.172 -2.860 1.588 0.033
O -2.582 1.491 0.020 -0.055
H -2.882 1.088 -0.804 0.064
H -3.343 1.989 0.347 0.060
O 0.157 0.256 -0.533 -0.051
H -0.173 0.980 0.011 0.037
H 0.650 -0.314 0.084 0.024
```

Properties
SMILES: O.O.O.O.O.O.O
HOMO level, eV: -11.099
E_LUMO, eV: 0.17


Most stable to least stable: ii, i


--- i ---
Computed, not measured: a cluster of 7 separate species, H14O7 in total, with ωB97M-V/def2-TZVPD.

```
21
Properties=species:S:1:pos:R:3:lowdin_charge:R:1
H -0.016 1.129 1.198 0.075
H -0.475 1.407 -0.324 0.034
H -0.088 4.035 -1.736 0.035
H -0.210 2.503 -2.205 0.068
H -4.907 -1.623 0.699 -0.018
H -3.679 -1.188 0.018 0.054
H 0.993 0.312 -0.588 0.001
H 1.361 0.438 -1.921 0.100
H 0.703 -2.361 -1.645 0.014
H 1.825 -3.398 -1.291 0.064
H 4.687 -1.144 1.897 0.072
H 3.215 -0.675 1.449 -0.004
H -1.581 0.181 3.126 0.084
H -1.475 -0.232 1.754 0.060
O -0.623 0.849 0.488 -0.162
O -0.270 3.145 -1.441 -0.077
O -4.508 -1.708 -0.118 -0.036
O 0.727 0.845 -1.278 -0.079
O 1.525 -2.723 -1.959 -0.073
O 4.091 -0.386 1.627 -0.068
O -1.295 0.593 2.248 -0.143
```

Properties
SMILES: O.O.O.O.O.O.O
HOMO level, eV: -9.717
E_LUMO, eV: 0.06


--- ii ---
Computed, not measured: a cluster of 7 separate species, H14O7 in total, with ωB97M-V/def2-TZVPD.

```
21
Properties=species:S:1:pos:R:3:lowdin_charge:R:1
O 0.088 2.402 -0.992 -0.084
H 0.497 1.730 -1.569 -0.017
H -0.126 3.059 -1.697 0.068
O -0.931 0.470 2.806 -0.041
H -1.703 -0.049 2.982 0.047
H -1.122 1.397 3.026 0.078
O 1.796 -2.523 -1.881 -0.017
H 0.905 -2.580 -1.615 0.013
H 2.041 -1.643 -1.683 -0.010
O 0.606 -0.060 0.362 -0.037
H 0.942 0.773 0.022 0.013
H 0.549 0.204 1.266 0.000
O 1.086 0.447 -2.723 0.007
H 0.829 -0.338 -3.160 0.043
H 1.226 1.037 -3.421 0.036
O -2.372 0.337 -0.359 -0.051
H -2.591 0.993 0.289 0.011
H -1.427 0.269 -0.261 -0.026
O -0.373 -2.251 2.892 -0.018
H -0.389 -1.369 3.209 -0.030
H 0.476 -2.300 2.506 0.016
```

Properties
SMILES: O.O.O.O.O.O.O
HOMO level, eV: -10.699
E_LUMO, eV: 0.18


Most stable to least stable: ii, i


--- i ---
Computed, not measured: a cluster of 7 separate species, H14O7 in total, with ωB97M-V/def2-TZVPD.

```
21
Properties=species:S:1:pos:R:3:lowdin_charge:R:1
O -0.879 -1.008 -1.892 -0.046
H -0.894 -0.378 -2.629 0.051
H -1.705 -0.850 -1.423 0.048
O 1.302 -2.822 -1.376 -0.089
H 1.468 -2.894 -0.415 -0.010
H 0.594 -2.165 -1.439 -0.028
O 1.751 -2.547 1.418 -0.049
H 1.628 -1.605 1.608 0.026
H 2.387 -2.850 2.075 0.058
O 0.291 -0.010 0.797 -0.061
H -0.090 0.846 0.526 0.016
H -0.230 -0.663 0.319 0.032
O -1.761 1.800 -2.676 -0.050
H -2.712 1.635 -2.670 0.048
H -1.508 1.882 -1.740 -0.002
O 1.925 1.096 2.855 -0.067
H 1.321 0.895 2.115 -0.012
H 1.468 1.755 3.387 0.028
O -1.179 2.451 0.163 -0.039
H -1.047 3.142 0.824 0.077
H -2.132 2.288 0.172 0.069
```

Properties
SMILES: O.O.O.O.O.O.O
HOMO level, eV: -9.871
E_LUMO, eV: -0.46


--- ii ---
Computed, not measured: a cluster of 7 separate species, H14O7 in total, with ωB97M-V/def2-TZVPD.

```
21
Properties=species:S:1:pos:R:3:lowdin_charge:R:1
H -1.611 -0.339 -0.050 -0.043
H -1.377 -0.475 -1.455 0.104
H 2.838 0.014 -2.980 0.046
H 2.795 0.453 -1.504 -0.028
H -1.769 0.324 1.817 0.005
H -1.645 1.292 0.705 0.040
H -0.048 1.588 1.009 0.025
H 0.653 1.584 -0.263 -0.013
H -3.208 -1.699 4.177 0.024
H -2.570 -2.336 2.893 0.070
H 0.831 -2.257 2.545 0.066
H 0.897 -1.373 1.218 0.001
H 1.391 1.632 -4.753 0.016
H 1.913 0.321 -4.620 0.055
O -0.915 -0.253 -0.604 -0.009
O 2.832 -0.284 -2.022 -0.022
O -1.705 1.248 1.683 -0.026
O 0.911 1.633 0.646 -0.091
O -3.144 -1.583 3.234 -0.072
O 1.083 -1.365 2.152 -0.077
O 1.051 0.763 -4.932 -0.069
```

Properties
SMILES: O.O.O.O.O.O.O
HOMO level, eV: -10.643
E_LUMO, eV: -0.01


--- iii ---
Computed, not measured: a cluster of 7 separate species, H14O7 in total, with ωB97M-V/def2-TZVPD.

```
21
Properties=species:S:1:pos:R:3:lowdin_charge:R:1
H -1.027 1.325 0.757 -0.072
H -2.385 1.661 0.618 0.060
H 3.929 0.623 -1.247 0.013
H 2.632 0.877 -0.310 0.061
H 0.000 -3.273 0.459 0.023
H 1.249 -2.378 0.275 0.005
H 0.398 2.444 -0.108 -0.024
H 1.270 3.499 -0.825 0.062
H -6.669 -1.265 -0.010 0.026
H -5.908 -0.071 -0.567 0.079
H 0.243 -0.027 0.765 0.002
H 1.105 -0.874 1.690 0.056
H 2.724 -1.793 -1.500 0.080
H 2.320 -1.085 -0.210 -0.031
O -1.530 2.052 0.804 0.020
O 3.586 0.517 -0.391 -0.073
O 0.276 -2.419 0.211 -0.049
O 1.045 2.557 -0.776 -0.034
O -6.781 -0.598 -0.705 -0.105
O 0.685 0.019 1.609 -0.050
O 2.839 -1.788 -0.535 -0.049
```

Properties
SMILES: O.O.O.O.O.O.O
HOMO level, eV: -10.500
E_LUMO, eV: 0.02


--- iv ---
Computed, not measured: a cluster of 7 separate species, H14O7 in total, with ωB97M-V/def2-TZVPD.

```
21
Properties=species:S:1:pos:R:3:lowdin_charge:R:1
O -29.973 -7.036 -4.290 -0.017
H -29.908 -7.569 -3.497 0.091
H -29.125 -6.771 -4.553 0.071
O -30.400 -4.956 -10.487 -0.059
H -30.413 -4.073 -10.069 0.041
H -30.845 -5.538 -9.878 0.010
O -31.650 -3.528 -6.855 -0.056
H -31.735 -2.589 -6.897 0.031
H -31.773 -3.764 -5.909 0.024
O -30.331 -9.625 -5.121 -0.052
H -30.581 -8.713 -4.869 0.001
H -30.293 -10.120 -4.315 0.018
O -30.905 -4.440 -4.208 -0.049
H -30.569 -5.353 -4.338 0.001
H -31.125 -4.521 -3.291 0.037
O -28.977 -7.405 -8.388 -0.112
H -29.744 -7.072 -7.891 -0.039
H -29.099 -8.407 -8.440 0.070
O -31.001 -6.359 -6.891 0.010
H -30.880 -6.608 -6.020 -0.030
H -31.021 -5.417 -6.947 0.009
```

Properties
SMILES: O.O.O.O.O.O.O
HOMO level, eV: -10.300
E_LUMO, eV: -0.31


Most stable to least stable: i, iv, iii, ii